[1]
# C13H36Br8O5

A 9-piece molecular cluster, C13H36Br8O5 overall in a non-equilibrium geometry (wB97M-V/def2-TZVPD, OMol25).

Output
LUMO, eV: 0.36
HOMO, eV: -9.83

ORCA input file:
```
! RIJCOSX wB97M-V def2-TZVPD def2/J DEFGRID3
* xyz 0 1
Br 2.442 -2.977 -1.835
C 2.874 -2.377 -0.040
C 3.535 -3.467 0.807
Br 5.250 -4.130 0.147
H 1.880 -2.150 0.363
H 3.511 -1.539 -0.103
H 2.869 -4.338 0.803
H 3.724 -3.242 1.848
Br 2.194 -5.072 3.808
C 0.304 -5.493 3.623
C -0.360 -4.803 2.525
Br -0.533 -2.867 2.783
H -0.104 -5.272 4.577
H 0.354 -6.597 3.459
H -1.366 -5.148 2.389
H 0.221 -4.902 1.520
Br -2.816 4.459 3.400
C -2.039 2.732 3.024
C -3.156 1.947 2.440
Br -2.695 0.149 2.133
H -1.727 2.431 4.006
H -1.240 2.765 2.245
H -3.420 2.344 1.504
H -4.084 1.918 3.058
Br 3.632 4.098 0.305
C 2.093 3.046 0.912
C 2.646 1.777 1.627
Br 1.366 0.919 2.750
H 1.427 2.875 0.116
H 1.481 3.639 1.609
H 3.533 1.997 2.259
H 2.924 1.047 0.865
C -4.359 0.989 -2.284
O -3.388 0.842 -1.283
H -4.623 0.020 -2.751
H -5.286 1.408 -1.963
H -4.029 1.678 -3.108
H -3.004 1.734 -1.137
C -1.475 -2.489 -1.074
O -2.466 -1.869 -0.287
H -1.331 -2.187 -2.103
H -0.572 -2.510 -0.447
H -1.825 -3.531 -1.134
H -2.343 -0.892 -0.332
C 3.164 0.774 -4.157
O 1.875 0.233 -3.845
H 3.647 0.248 -5.003
H 3.011 1.842 -4.441
H 3.796 0.654 -3.232
H 1.947 -0.647 -3.369
C 0.082 0.563 -1.247
O 0.728 1.738 -1.765
H -0.973 0.604 -1.527
H 0.532 -0.328 -1.617
H 0.222 0.635 -0.183
H 0.941 1.574 -2.703
C -1.628 4.470 -1.180
O -1.719 3.388 -1.993
H -0.682 4.987 -1.265
H -2.377 5.243 -1.434
H -1.692 4.274 -0.110
H -0.891 2.790 -1.958
*
```

Mulliken population analysis, charges in e, atoms 1 to 2:
1. Br -0.13
2. C -0.15

---

[2]
# C13H36ClCoIO3P3

C13H36ClCoIO3P3 as an isolated structure in a non-equilibrium geometry (wB97M-V/def2-TZVPD, OMol25).

Output
<S²>: 6.033
LUMO (alpha / beta), eV: -8.76 / -10.66
HOMO (alpha / beta), eV: -14.74 / -14.74

ORCA input file:
```
! RIJCOSX wB97M-V def2-TZVPD def2/J DEFGRID3
* xyz 2 5
C -1.105 -0.022 -6.930
I -1.085 0.120 -4.800
H -0.071 0.055 -7.289
H -1.716 0.802 -7.327
H -1.541 -0.992 -7.208
Co 0.642 -0.004 -1.258
P 0.737 2.297 -1.456
C -0.822 3.244 -1.367
C 1.775 3.066 -0.164
H 1.885 4.149 -0.339
H 1.628 3.953 -3.012
H 2.761 2.586 -0.183
H 2.480 2.370 -3.105
H -1.322 3.051 -0.408
H 1.333 2.899 0.815
C 1.501 2.857 -3.004
H -0.630 4.326 -1.464
H 0.871 2.555 -3.854
H -1.491 2.922 -2.177
P 0.751 -2.332 -1.116
C -0.802 -3.263 -0.882
C 1.522 -3.105 -2.559
H 2.775 -2.414 0.193
H 1.903 -3.986 0.273
H 1.337 -2.579 1.235
C 1.789 -2.887 0.285
H 2.496 -2.632 -2.730
H 1.655 -4.190 -2.404
H -0.606 -4.342 -0.826
H -1.473 -3.064 -1.732
H 0.891 -2.940 -3.443
H -1.307 -2.933 0.031
Cl 2.931 -0.025 -1.491
C 0.039 2.275 4.254
C 0.474 2.296 2.804
O 1.001 1.102 2.167
P -0.187 0.205 1.232
O -1.047 0.068 2.736
C -0.547 -0.781 3.834
C 0.915 -1.119 3.931
O -1.469 -0.697 0.280
C -2.782 -0.659 0.855
C -3.051 -1.956 1.549
H -0.930 1.824 4.430
H -0.071 3.323 4.564
H 0.814 1.834 4.890
H -0.335 2.741 2.185
H 1.330 2.941 2.799
H -0.842 -0.349 4.733
H -1.153 -1.717 3.734
H 1.295 -1.660 3.049
H 1.534 -0.241 4.109
H 1.036 -1.783 4.792
H -2.847 0.208 1.514
H -3.450 -0.486 0.052
H -3.919 -1.837 2.204
H -3.287 -2.754 0.843
H -2.212 -2.321 2.156
*
```

Mulliken population analysis, charges in e, atoms 1 to 2:
1. C -0.79
2. I 0.03

---

Copy entry 1 word for word.
# C13H36Br8O5

A 9-piece molecular cluster, C13H36Br8O5 overall in a non-equilibrium geometry (wB97M-V/def2-TZVPD, OMol25).

Output
LUMO, eV: 0.36
HOMO, eV: -9.83

ORCA input file:
```
! RIJCOSX wB97M-V def2-TZVPD def2/J DEFGRID3
* xyz 0 1
Br 2.442 -2.977 -1.835
C 2.874 -2.377 -0.040
C 3.535 -3.467 0.807
Br 5.250 -4.130 0.147
H 1.880 -2.150 0.363
H 3.511 -1.539 -0.103
H 2.869 -4.338 0.803
H 3.724 -3.242 1.848
Br 2.194 -5.072 3.808
C 0.304 -5.493 3.623
C -0.360 -4.803 2.525
Br -0.533 -2.867 2.783
H -0.104 -5.272 4.577
H 0.354 -6.597 3.459
H -1.366 -5.148 2.389
H 0.221 -4.902 1.520
Br -2.816 4.459 3.400
C -2.039 2.732 3.024
C -3.156 1.947 2.440
Br -2.695 0.149 2.133
H -1.727 2.431 4.006
H -1.240 2.765 2.245
H -3.420 2.344 1.504
H -4.084 1.918 3.058
Br 3.632 4.098 0.305
C 2.093 3.046 0.912
C 2.646 1.777 1.627
Br 1.366 0.919 2.750
H 1.427 2.875 0.116
H 1.481 3.639 1.609
H 3.533 1.997 2.259
H 2.924 1.047 0.865
C -4.359 0.989 -2.284
O -3.388 0.842 -1.283
H -4.623 0.020 -2.751
H -5.286 1.408 -1.963
H -4.029 1.678 -3.108
H -3.004 1.734 -1.137
C -1.475 -2.489 -1.074
O -2.466 -1.869 -0.287
H -1.331 -2.187 -2.103
H -0.572 -2.510 -0.447
H -1.825 -3.531 -1.134
H -2.343 -0.892 -0.332
C 3.164 0.774 -4.157
O 1.875 0.233 -3.845
H 3.647 0.248 -5.003
H 3.011 1.842 -4.441
H 3.796 0.654 -3.232
H 1.947 -0.647 -3.369
C 0.082 0.563 -1.247
O 0.728 1.738 -1.765
H -0.973 0.604 -1.527
H 0.532 -0.328 -1.617
H 0.222 0.635 -0.183
H 0.941 1.574 -2.703
C -1.628 4.470 -1.180
O -1.719 3.388 -1.993
H -0.682 4.987 -1.265
H -2.377 5.243 -1.434
H -1.692 4.274 -0.110
H -0.891 2.790 -1.958
*
```

Mulliken population analysis, charges in e, atoms 1 to 2:
1. Br -0.13
2. C -0.15

---

Number 2 is which compound? C13H36ClCoIO3P3